# 1
Below is C20H26BrIrN4O6 as an isolated structure in a non-equilibrium geometry, with properties calculated with the ωB97M-V functional and the def2-TZVPD basis.

```
58
Properties=species:S:1:pos:R:3:lowdin_spin:R:1
Ir -0.415 -0.966 -0.125 0.604
C 0.750 -0.089 2.766 0.000
O -0.343 -0.745 2.064 0.022
C -1.643 -0.471 2.658 0.000
C -2.350 0.600 1.876 0.001
O -2.364 0.239 0.488 0.045
C -3.597 -0.338 -0.031 0.004
C -3.817 -1.710 0.519 0.002
O -2.594 -2.420 0.357 0.042
C -2.621 -3.700 1.045 0.006
H 0.677 -0.341 3.822 0.000
H 0.699 0.993 2.640 0.000
H 1.680 -0.479 2.376 0.000
H -1.522 -0.156 3.694 0.000
H -2.191 -1.408 2.648 0.000
H -1.806 1.544 1.945 0.000
H -3.359 0.754 2.260 0.001
H -3.462 -0.366 -1.110 0.000
H -4.442 0.309 0.204 0.002
H -4.620 -2.196 -0.040 0.001
H -4.123 -1.694 1.569 0.000
H -3.646 -4.053 1.121 0.003
H -2.190 -3.606 2.043 0.000
H -2.040 -4.418 0.479 0.003
O 3.218 5.189 0.500 0.000
N 3.957 4.270 0.214 0.000
O 5.149 4.321 0.049 0.000
C 3.330 2.921 0.087 0.000
C 4.159 1.866 0.179 0.000
C 3.646 0.527 0.155 0.000
C 4.464 -0.611 0.257 0.000
C 3.881 -1.852 0.269 0.000
C 2.493 -1.964 0.174 0.000
N 1.701 -0.895 0.049 -0.009
C 2.272 0.344 0.034 -0.001
C 1.423 1.453 -0.125 0.003
N 0.126 1.148 -0.325 0.061
C -0.745 2.120 -0.573 0.008
C -0.356 3.460 -0.564 0.004
C 0.957 3.790 -0.325 0.000
C 1.906 2.764 -0.107 0.001
H 5.224 2.033 0.285 0.000
H 5.540 -0.501 0.324 0.000
H 4.472 -2.754 0.354 0.000
H 2.033 -2.935 0.205 0.000
H -1.759 1.832 -0.790 0.001
H -1.094 4.227 -0.751 0.001
H 1.267 4.822 -0.304 0.000
Br -0.007 -3.188 -0.922 0.201
C -1.789 -0.464 -4.196 0.000
C -0.764 -0.817 -3.177 0.000
N 0.333 -1.411 -3.553 0.002
O -1.029 -0.487 -1.955 -0.008
H -1.408 -0.591 -5.206 0.000
H -2.119 0.565 -4.057 0.000
H -2.658 -1.112 -4.058 0.000
H 0.476 -1.665 -4.521 0.000
H 1.040 -1.689 -2.891 0.001
```

Results
- E_LUMO (alpha / beta): -11.349 / -12.235 eV
- Gap between HOMO and LUMO (alpha / beta): 7.136 / 6.258 eV
- 2S+1: 2
- E_tot: -112257.8381 eV
- Charge: +3

# 2
Below is an isolated molecule of C17H26N2O4S, with properties calculated with the ωB97M-V functional and the def2-TZVPD basis.

```
50
Properties=species:S:1:pos:R:3:lowdin_charge:R:1
O -1.956 2.249 0.067 -0.323
S -1.152 2.537 -1.093 0.700
O -1.716 3.415 -2.084 -0.306
C 0.395 3.275 -0.540 -0.294
C 1.290 3.733 -1.488 -0.064
C 2.477 4.315 -1.074 -0.065
C 2.750 4.438 0.280 -0.072
C 1.836 3.995 1.222 -0.062
C 0.649 3.411 0.811 -0.068
H -0.090 3.065 1.516 0.114
H 2.045 4.106 2.276 0.108
H 3.676 4.892 0.601 0.106
H 3.185 4.676 -1.804 0.107
H 1.043 3.651 -2.535 0.115
C -0.694 1.017 -2.012 -0.142
H 0.131 1.356 -2.632 0.098
H -1.555 0.824 -2.648 0.115
C -0.329 -0.252 -1.231 -0.304
N -1.480 -1.133 -1.172 -0.125
C -2.478 -0.829 -0.159 -0.146
H -2.702 0.237 -0.168 0.103
C -3.738 -1.630 -0.481 -0.185
O -3.475 -3.016 -0.484 -0.130
C -2.466 -3.324 -1.414 -0.198
C -1.175 -2.552 -1.123 -0.163
H -0.435 -2.792 -1.890 0.125
H -0.785 -2.850 -0.139 0.113
H -2.297 -4.400 -1.340 0.124
H -2.808 -3.075 -2.430 0.125
H -4.505 -1.467 0.277 0.126
H -4.124 -1.324 -1.465 0.128
H -2.128 -1.117 0.845 0.131
C 0.306 0.112 0.126 -0.162
N 0.704 -1.063 0.878 -0.163
C 1.983 -1.604 0.451 -0.161
C 2.262 -2.898 1.215 -0.195
O 2.271 -2.684 2.606 -0.129
C 1.044 -2.138 3.027 -0.192
C 0.746 -0.820 2.311 -0.160
H -0.224 -0.440 2.637 0.125
H 1.525 -0.081 2.572 0.131
H 1.130 -1.983 4.103 0.126
H 0.229 -2.849 2.823 0.128
H 3.246 -3.294 0.958 0.126
H 1.490 -3.640 0.957 0.123
H 1.948 -1.819 -0.618 0.118
H 2.802 -0.885 0.641 0.132
H 1.164 0.785 -0.056 0.131
H -0.435 0.657 0.710 0.095
H 0.418 -0.786 -1.831 0.137
```

Results
- E_LUMO: 0.425 eV
- Gap between HOMO and LUMO: 8.792 eV
- Structure (SMILES): O=S(=O)(C[C@@H](CN1CCOCC1)N1CCOCC1)c1ccccc1
- E_tot: -40054.7003 eV
- Charge: 0

# 3
Below is C3H10N2O2 as an isolated structure in a non-equilibrium geometry, with properties calculated with the ωB97M-V functional and the def2-TZVPD basis.

```
17
Properties=species:S:1:pos:R:3:lowdin_spin:R:1
C 1.192 2.145 0.538 0.005
C 0.480 -2.314 0.499 0.024
C -0.051 0.103 0.190 0.567
N -0.844 -0.029 -2.398 0.273
N 0.372 0.185 -1.697 0.727
O 1.039 0.734 0.807 0.148
O -0.374 -1.147 0.664 0.143
H 2.136 2.315 0.053 0.002
H 1.248 2.639 1.449 0.003
H 0.327 2.505 -0.005 0.000
H 1.485 -2.036 0.421 0.003
H 0.029 -3.008 -0.231 0.006
H 0.473 -2.949 1.380 0.000
H -0.944 0.593 0.175 0.033
H -1.494 -0.742 -2.167 0.020
H -1.214 0.801 -2.769 0.009
H 1.067 -0.580 -1.751 0.039
```

Results
- E_LUMO (alpha / beta): 1.081 / -1.037 eV
- Gap between HOMO and LUMO (alpha / beta): 4.998 / 8.417 eV
- 2S+1: 3
- E_tot: -10340.1440 eV
- Charge: 0

# 4
Below is an isolated ion of composition C9H16N3O2 and charge +1 in a non-equilibrium geometry, with properties calculated with the ωB97M-V functional and the def2-TZVPD basis.

```
30
Properties=species:S:1:pos:R:3:lowdin_charge:R:1
C -0.535 -0.001 -2.428 -0.434
C -2.644 1.119 -1.801 -0.349
C 0.265 0.733 -1.307 -0.037
C 0.119 0.484 2.395 -0.035
C 0.957 -0.741 2.039 -0.076
C 0.072 0.365 0.128 -0.179
C -0.160 2.515 1.190 0.071
C 2.026 -1.205 -0.080 0.002
C -0.110 -2.063 0.302 0.003
N -1.852 0.402 -2.615 0.155
N -0.017 1.248 1.147 -0.155
N 0.763 -0.920 0.619 -0.277
O 0.026 -0.775 -3.156 0.113
O -3.801 1.299 -1.946 0.120
H 1.351 0.550 -1.550 0.127
H 0.149 1.830 -1.462 0.138
H -0.905 0.236 2.493 0.132
H 0.612 1.082 3.276 0.192
H 1.965 -0.619 2.249 0.115
H 0.684 -1.745 2.507 0.173
H -2.065 1.693 -1.113 0.113
H -0.651 2.835 2.105 0.105
H -0.375 3.143 0.388 0.072
H 2.646 -0.312 -0.071 0.127
H 2.623 -1.994 0.350 0.121
H 1.885 -1.517 -1.105 0.109
H -1.153 -2.171 0.761 0.154
H -0.089 -2.283 -0.723 0.080
H 0.420 -2.965 0.767 0.135
H -2.207 -0.221 -3.361 0.188
```

Results
- E_LUMO: -3.298 eV
- Gap between HOMO and LUMO: 8.466 eV
- E_tot: -18147.9184 eV
- Charge: +1

Number 2 is which compound?
C17H26N2O4S